[1]
# C3H9NO2S

A cluster of 2 separate species, C3H9NO2S in total in a non-equilibrium geometry (wB97M-V/def2-TZVPD, OMol25).

The geometry in XYZ format:
```
16
Properties=species:S:1:pos:R:3:forces:R:3:mulliken_charge:R:1
N 1.6195 -1.1097 -0.5605 1.6 -2.7 -1.5 -0.512
C 1.7196 0.2550 -1.0047 1.5 0.6 1.1 0.169
C 1.5408 0.1881 -2.5373 -4.3 -0.6 -1.4 -0.247
O 0.8411 -0.7408 -2.9472 1.8 1.3 -0.1 -0.444
C 0.7041 1.3192 -0.2113 1.5 0.3 -5.2 -0.451
S 1.5535 1.9035 1.1911 0.8 0.0 1.2 -0.198
H 2.2307 -1.8618 -1.1166 -2.0 2.6 1.7 0.195
H 1.4108 -1.4512 0.3675 0.2 0.9 -0.1 0.183
H 2.7962 0.6748 -0.9029 -1.4 -0.2 0.3 0.202
H 1.6601 1.0298 -3.3387 0.8 -0.8 1.8 0.353
H -0.3041 0.9348 -0.0470 0.3 -0.1 -0.1 0.387
H 0.7101 2.1746 -1.0604 -0.6 -1.6 2.0 0.243
H 0.5237 2.5241 1.7462 -0.3 0.2 0.2 0.119
O -5.6071 -1.9803 3.8863 2.8 3.0 -0.6 -0.630
H -5.1977 -1.4048 3.1548 -0.7 -1.1 1.9 0.327
H -6.2015 -2.4552 3.3806 -2.2 -1.9 -1.3 0.303
```
Forces are in eV/Å.

## Properties
E_HOMO = -8.87 eV
total energy = -19674.759 eV
energy relative to the best compared isomer or geometry (same formula, charge and spin) = 84.3 kcal per mole
orbital gap = 0.351 hartree
E_LUMO = 0.679 eV

[2]
# C6H9NO

An isolated molecule of C6H9NO in a non-equilibrium geometry (wB97M-V/def2-TZVPD, OMol25).

The geometry in XYZ format:
```
17
Properties=species:S:1:pos:R:3:forces:R:3:mulliken_charge:R:1
C 2.4331 -1.0940 2.6066 -0.3 -1.6 2.9 -0.718
C 1.4746 -1.1971 1.6927 -2.3 -0.8 -0.8 0.037
O 1.8171 -1.2017 0.3480 -2.5 1.3 -0.9 -0.354
C 0.7652 -0.6160 -0.5181 4.9 -3.3 -2.8 0.102
C -0.0108 0.3120 -0.1550 -4.2 5.5 5.1 -0.232
C -1.0261 1.2617 -0.9263 1.0 -1.5 -0.4 -0.013
C -2.5764 1.2339 -1.4046 1.0 -0.2 1.0 -0.460
N -1.3627 0.8334 -2.2024 -4.3 -5.1 -6.0 -0.557
H 2.2919 -1.4914 3.7008 -0.4 1.2 -2.2 0.187
H 3.4962 -0.9277 2.4483 -0.4 0.1 -0.7 0.282
H 0.2434 -1.3830 1.7881 3.7 0.4 0.4 0.319
H 0.9785 -0.8937 -1.6190 -0.5 0.1 2.1 0.298
H 0.0990 0.6083 1.0101 -0.3 -0.6 -2.8 0.213
H -0.6168 2.1629 -1.4020 0.6 0.7 2.5 0.191
H -3.3694 0.5365 -0.9729 1.9 0.3 -0.5 0.229
H -3.1346 2.1715 -1.6763 1.3 -0.6 0.2 0.219
H -1.5023 -0.3158 -2.7180 0.9 4.1 3.1 0.258
```
Forces are in eV/Å.

## Properties
E_HOMO = -8.79 eV
total energy = -9898.334 eV
energy relative to the best compared isomer or geometry (same formula, charge and spin) = 167.7 kcal per mole
orbital gap = 0.361 hartree
E_LUMO = 1.018 eV

[3]
# C5H8N2

An isolated molecule of C5H8N2 in a non-equilibrium geometry (wB97M-V/def2-TZVPD, OMol25).

The geometry in XYZ format:
```
15
Properties=species:S:1:pos:R:3:forces:R:3:mulliken_charge:R:1
C 1.0682 -1.1378 1.7324 0.0 0.1 0.2 -1.033
C 1.2942 -0.4217 0.4580 1.8 -0.2 0.3 -0.342
C 0.3606 -0.4204 -0.6445 -1.0 0.3 0.1 -0.450
N -0.6757 0.5770 -0.1918 -0.4 0.3 -0.8 -0.166
C -1.8619 0.7875 -1.0204 0.2 0.6 -0.4 -0.298
C -0.7381 1.8157 -0.9360 -0.8 -1.7 0.7 0.255
N -0.0997 2.7847 -1.2599 0.2 0.5 -0.3 -0.482
H 0.2017 -1.8043 1.6831 0.1 0.1 0.0 0.308
H 0.9035 -0.4243 2.5553 0.0 -0.2 -0.1 0.248
H 1.9557 -1.7236 2.0127 -0.2 0.0 0.0 0.356
H 2.1581 0.2351 0.3782 -0.1 -0.1 0.1 0.377
H 0.7901 -0.1239 -1.6100 -0.1 -0.1 0.2 0.415
H -0.1532 -1.3859 -0.7250 0.0 0.1 -0.1 0.308
H -1.9430 0.2803 -1.9864 0.1 0.0 0.2 0.256
H -2.8088 0.9501 -0.5035 0.3 0.1 0.0 0.248
```
Forces are in eV/Å.

## Properties
E_HOMO (spin up / spin down) = -7.91 / -8.86 eV
total energy = -8289.666 eV
energy relative to the best compared isomer or geometry (same formula, charge and spin) = 122.9 kcal per mole
orbital gap (spin up / spin down) = 0.265 / 0.339 hartree
E_LUMO (spin up / spin down) = -0.707 / 0.374 eV

[4]
# C5H9N3

An isolated molecule of C5H9N3 in a non-equilibrium geometry (wB97M-V/def2-TZVPD, OMol25).

The geometry in XYZ format:
```
17
Properties=species:S:1:pos:R:3:forces:R:3:mulliken_charge:R:1
C 2.3793 0.0809 -0.4471 -0.3 0.2 0.2 -1.113
C -1.2616 -1.0125 -0.0706 0.8 -1.1 0.7 0.420
C -0.3423 1.0511 -0.2291 0.1 1.5 -0.6 -0.381
N -2.1871 -0.6172 0.8395 0.1 0.4 0.2 -0.381
C 1.1953 -0.7642 -0.1462 0.0 -0.1 0.3 -0.054
C -0.5468 2.1198 0.5081 0.3 -0.1 0.5 -0.779
N 0.0212 -0.2098 0.0571 -0.7 -0.9 -1.1 0.236
N -1.4103 -2.0316 -0.7914 -0.2 0.1 -0.2 -0.691
H -2.1519 0.3538 1.1176 -0.1 -0.1 0.0 0.250
H -3.0965 -1.0345 0.7324 0.0 0.0 -0.1 0.265
H -0.6478 -2.2598 -1.4138 0.2 0.2 0.1 0.239
H 1.2450 -1.8388 -0.2155 -0.2 0.0 0.1 0.467
H -0.8907 3.0359 0.0600 -0.1 0.2 -0.2 0.250
H -0.3446 2.1651 1.5802 0.0 -0.1 0.1 0.333
H 3.2345 -0.5157 -0.7410 0.0 -0.2 -0.1 0.336
H 2.1189 0.7911 -1.2498 0.0 -0.1 0.0 0.329
H 2.6852 0.6864 0.4096 -0.1 0.1 0.0 0.273
```
Forces are in eV/Å.

## Properties
E_HOMO (spin up / spin down) = -7.33 / -7.33 eV
total energy = -9797.661 eV
energy relative to the best compared isomer or geometry (same formula, charge and spin) = 87.8 kcal per mole
orbital gap (spin up / spin down) = 0.288 / 0.288 hartree
E_LUMO (spin up / spin down) = 0.500 / 0.499 eV

[5]
# C15H35AgF3N2O5

A structure of composition C15H35AgF3N2O5 in a non-equilibrium geometry (wB97M-V/def2-TZVPD, OMol25).

The geometry in XYZ format:
```
61
Properties=species:S:1:pos:R:3:forces:R:3:mulliken_charge:R:1
Ag 0.0951 -0.8387 -1.3151 0.0 -0.2 -0.6 0.757
C 1.8188 -5.6643 -0.5100 -3.9 1.5 -2.3 -0.356
O 1.3566 -4.8238 0.5606 -0.5 0.5 2.5 -0.202
O 1.2348 -5.0977 -1.7325 3.4 -1.4 3.0 -0.820
C 3.3612 -5.9243 -0.1971 0.8 -0.1 -3.4 0.892
F 3.7814 -6.0222 1.0645 -0.6 0.3 0.1 -0.260
F 3.8003 -7.0983 -0.8085 -0.8 0.5 0.7 -0.310
F 4.1580 -4.9858 -0.8297 -0.7 -0.2 1.0 -0.271
C 0.5095 -5.3989 1.5695 -0.2 0.7 0.7 -0.231
C 0.1152 -4.4319 2.7151 0.5 -0.5 -0.3 -1.246
H -0.1725 -5.0974 3.5289 -0.3 0.0 0.1 0.380
H 1.0066 -3.9369 3.1005 -0.2 0.5 -0.2 0.322
H -0.7430 -3.7963 2.4969 0.4 0.4 -0.1 0.283
H 0.8959 -6.2040 2.1945 1.1 -0.5 -0.8 0.266
H -0.4600 -5.7809 1.2496 0.1 -0.1 -1.1 0.319
H 1.1935 -6.5471 -0.3762 1.0 -1.1 0.1 0.273
C -2.5507 2.2392 -4.6616 -0.2 0.2 0.2 -1.220
C -3.3412 0.8723 -4.6228 2.5 -0.2 0.2 0.605
C -4.6142 0.9680 -5.4680 0.7 -0.4 -0.5 -1.229
O -2.5640 -0.2517 -4.8533 -0.7 0.8 0.1 -0.853
H -3.3352 2.9536 -4.4119 0.2 0.7 -0.3 0.288
H -1.9239 2.5569 -5.4948 -0.8 -0.3 -1.0 0.326
H -1.7754 2.3764 -3.9077 -0.2 -0.7 0.8 0.274
H -3.6017 0.9182 -3.5654 -0.8 -0.2 0.6 0.058
H -5.0971 1.9405 -5.3720 -0.3 -0.1 0.2 0.338
H -5.2555 0.1122 -5.2573 -0.3 0.2 0.2 0.289
H -4.3248 0.8426 -6.5113 0.1 0.1 -0.2 0.313
C 4.1446 2.4758 -2.7287 0.7 -1.3 0.9 -1.314
C 4.5930 1.0389 -2.2227 -1.9 2.0 -0.4 0.175
C 4.7552 0.9291 -0.6865 -0.4 0.1 1.0 -0.709
O 3.5450 1.1492 0.0598 -1.4 0.3 1.0 -0.296
C 3.6574 0.8191 1.4775 0.8 -0.1 -0.5 -0.812
N 3.4955 0.1688 -2.5912 0.0 -2.1 0.1 -0.606
H 4.8469 3.1750 -2.2749 -0.2 0.5 -0.4 0.339
H 3.1091 2.6657 -2.4462 0.2 0.0 0.5 0.292
H 4.1239 2.4964 -3.8183 0.5 0.1 0.0 0.393
H 5.4648 0.7361 -2.8025 0.7 0.2 0.7 0.406
H 5.4544 1.6666 -0.2925 0.6 -0.1 -0.3 0.350
H 4.9940 -0.0783 -0.3455 1.0 -0.2 -0.6 0.414
H 3.9269 -0.2233 1.6478 0.6 -0.2 -0.4 0.327
H 2.7968 0.8700 2.1445 -1.0 0.6 -1.2 0.286
H 4.3514 1.4834 1.9924 0.6 0.0 -0.3 0.315
H 3.5959 -0.1663 -3.5387 -0.3 0.9 -1.0 0.238
H 3.8483 -0.7023 -2.2213 -0.7 -0.9 1.0 0.214
C -4.4179 1.2409 2.4043 0.4 -0.7 -0.2 -1.210
C -3.3087 2.2780 2.6165 -1.5 1.3 -1.6 0.367
C -3.3638 2.9666 3.9351 -1.3 1.0 0.7 -0.819
O -2.4762 4.0596 4.0023 0.3 0.5 0.6 -0.330
C -2.5476 4.9370 5.1652 0.0 -0.7 -1.0 -0.747
N -2.0643 1.6902 2.2948 1.7 -1.0 1.3 -0.732
H -4.9100 1.3913 1.4434 -0.4 0.3 0.3 0.292
H -5.1082 1.0886 3.2340 -0.2 0.4 -0.1 0.364
H -3.9399 0.2735 2.2501 0.1 -0.1 0.2 0.325
H -3.4525 3.0465 1.8570 -0.3 0.4 0.1 0.330
H -3.2653 2.2758 4.7724 0.3 -0.2 0.3 0.347
H -4.3725 3.3780 3.9722 -0.4 0.0 0.4 0.378
H -2.4552 5.9467 4.7651 0.4 0.0 0.2 0.250
H -1.7642 4.6485 5.8660 0.2 0.3 -0.1 0.263
H -3.4757 4.9374 5.7367 -0.4 -0.5 -0.3 0.335
H -1.3468 2.3259 2.6128 0.5 0.9 -0.8 0.286
H -2.0020 1.1318 3.1341 0.6 -1.7 0.0 0.303
```
Forces are in eV/Å.

## Properties
E_HOMO = -3.60 eV
total charge = -1
total energy = -41483.201 eV
energy relative to the best compared isomer or geometry (same formula, charge and spin) = 170.4 kcal per mole
orbital gap = 0.131 hartree
E_LUMO = -0.041 eV

[6]
# C8H10N3

The ion C8H10N3 with charge +1 in a non-equilibrium geometry (wB97M-V/def2-TZVPD, OMol25).

The geometry in XYZ format:
```
21
Properties=species:S:1:pos:R:3:forces:R:3:mulliken_charge:R:1
C 3.4726 0.1175 -0.3448 -0.4 0.2 0.3 -0.127
C 2.7037 -0.9252 -0.9585 0.9 0.6 1.7 -0.700
C 2.8285 1.0835 0.5070 -1.3 -2.8 -2.6 -0.737
C 1.3597 -0.9039 -0.7619 -0.2 -1.1 -0.7 0.079
C 1.4656 1.0127 0.7028 0.5 -0.9 -1.5 -0.185
C 0.6331 0.0188 0.0240 1.2 0.5 1.2 0.393
C -2.9998 -0.0348 0.6651 1.1 -3.1 -1.8 -0.634
C -1.6752 -0.8692 0.2462 -2.8 -2.1 1.5 -0.516
N -2.3391 1.2427 -1.2193 1.1 0.2 -0.7 -0.502
N -3.1815 0.9073 -0.4649 -2.5 1.5 1.2 0.351
N -0.6063 -0.0264 0.4413 0.6 1.3 -0.5 -0.180
H 4.5682 0.1901 -0.5008 -0.9 -0.1 0.1 0.364
H 3.1317 -1.8738 -1.3058 0.1 0.9 -0.4 0.349
H 3.3334 1.9430 0.7135 1.5 2.0 1.3 0.425
H 0.8989 -1.7688 -1.1537 -1.1 -0.7 -0.4 0.364
H 0.9703 1.7416 1.2639 -0.7 1.0 0.9 0.457
H -3.8409 -0.7129 0.7460 -0.3 -0.2 -0.5 0.362
H -3.0572 0.5356 1.5307 0.8 1.1 1.7 0.363
H -1.5039 -1.8100 1.0024 -0.7 2.2 -1.4 0.405
H -2.0194 -1.3290 -0.7469 1.4 0.5 1.0 0.353
H -4.1422 1.4610 -0.3863 1.5 -1.1 -0.5 0.316
```
Forces are in eV/Å.

## Properties
E_HOMO (spin up / spin down) = -13.28 / -11.59 eV
total charge = +1
total energy = -12915.926 eV
energy relative to the best compared isomer or geometry (same formula, charge and spin) = 110.5 kcal per mole
orbital gap (spin up / spin down) = 0.263 / 0.178 hartree
E_LUMO (spin up / spin down) = -6.128 / -6.756 eV

[7]
# C2H3BrS

A cluster of 2 separate species, C2H3BrS in total in a non-equilibrium geometry (wB97M-V/def2-TZVPD, OMol25).

The geometry in XYZ format:
```
7
Properties=species:S:1:pos:R:3:forces:R:3:mulliken_charge:R:1
C -1.0583 -0.4592 0.0740 3.7 1.0 -0.7 0.084
C 1.0217 0.3051 -0.0257 -3.5 -1.8 0.6 -0.818
S -1.4473 -1.9874 0.0240 0.0 0.2 0.2 -0.177
Br -2.1263 1.0579 -0.0299 -0.4 0.2 0.1 -0.026
H 1.1189 0.5801 1.0091 0.2 0.2 0.2 0.311
H 0.9526 1.0962 -0.7411 -0.1 0.3 -0.3 0.336
H 1.5387 -0.5927 -0.3104 0.2 -0.1 -0.1 0.290
```
Forces are in eV/Å.

## Properties
E_HOMO = -8.53 eV
total energy = -82997.344 eV
energy relative to the best compared isomer or geometry (same formula, charge and spin) = 51.1 kcal per mole
orbital gap = 0.301 hartree
E_LUMO = -0.343 eV

[8]
# C4H9N2OS

The ion C4H9N2OS with charge +1 in a non-equilibrium geometry (wB97M-V/def2-TZVPD, OMol25).

The geometry in XYZ format:
```
17
Properties=species:S:1:pos:R:3:forces:R:3:mulliken_charge:R:1
C -2.5041 -1.7254 -0.5902 0.6 5.2 -2.9 -0.725
O -1.2345 -1.0069 -0.6228 1.5 -1.4 0.5 -0.339
C -1.0443 0.3007 -0.3486 -0.5 -0.5 0.9 -0.078
N 0.3916 0.6142 -0.5036 -2.0 -0.7 -0.4 -0.202
C 1.1068 0.6479 0.6116 -0.8 2.4 0.3 0.571
C 2.5476 0.8484 0.6367 1.3 3.3 -0.1 -0.997
N 0.3734 0.8031 1.6989 -1.9 -0.9 -1.0 -0.207
S -1.3635 0.7916 1.4525 0.7 -0.1 -1.0 0.013
H -2.2107 -2.5744 -1.0355 0.4 -3.3 -1.5 0.277
H -3.1937 -1.1241 -1.2566 0.2 -1.0 0.9 0.318
H -2.7887 -1.8361 0.3668 -1.4 -0.4 3.3 0.359
H -1.7098 0.8026 -1.0136 -0.2 1.5 -0.3 0.525
H 0.6734 0.6230 -1.4814 0.8 -0.2 0.6 0.261
H 2.9514 -0.0977 0.6231 1.4 -2.2 0.0 0.321
H 2.8753 1.3714 1.6333 -0.5 -0.9 -2.2 0.307
H 2.9478 1.3875 -0.3440 -1.0 -0.9 2.3 0.316
H 0.5670 1.1577 2.6065 1.3 0.0 0.5 0.281
```
Forces are in eV/Å.

## Properties
E_HOMO = -13.52 eV
total charge = +1
total energy = -20148.717 eV
energy relative to the best compared isomer or geometry (same formula, charge and spin) = 57.3 kcal per mole
orbital gap = 0.359 hartree
E_LUMO = -3.738 eV